1.
Density functional theory data (ωB97M-V/def2-TZVPD) for a molecular structure, C32H35I2KN4O5.

Computed properties:
ΔE to the lowest compared entry with this formula, charge and spin in kJ/mol: 70.2
E in eV: -82481.2492
Net charge: -2

Last column: Löwdin charge in e.
Atoms and positions in Å:
K  0.34193  -0.16476  -1.26020  0.8071
I  -3.35248  -3.65532  3.98194  0.7644
C  -3.41686  -2.02464  2.66356  -0.7480
C  -3.91550  -2.19775  1.38295  -0.2548
C  -4.06076  -1.09151  0.56825  -0.6021
I  -4.86479  -1.33516  -1.34792  0.9175
C  -3.71451  0.23658  0.96070  -0.4886
O  -3.88938  1.26379  0.23569  -0.1549
C  -3.16621  0.33994  2.28558  -0.1618
C  -2.79983  1.72761  2.74816  -0.1891
N  -1.73256  2.40411  2.00987  -0.0401
C  -0.45112  1.74421  2.11161  -0.1713
C  0.70162  2.64225  1.73319  -0.2505
C  1.94496  2.48809  2.34734  -0.0322
C  3.00551  3.27302  1.93786  -0.0946
C  2.80277  4.19106  0.91795  -0.0757
C  1.53589  4.27046  0.36512  -0.1612
N  0.50586  3.52457  0.75370  0.1334
C  -3.02935  -0.76183  3.10299  -0.1418
H  -4.19019  -3.18014  1.02194  0.0781
H  -2.51710  1.69704  3.80696  0.1056
H  -3.68233  2.36622  2.65723  0.1129
H  -2.01758  2.48870  1.04022  0.0892
H  -0.33709  0.84101  1.49401  0.1086
H  -0.31374  1.40934  3.14507  0.1220
H  2.06899  1.74076  3.12141  0.1107
H  3.98280  3.15744  2.39215  0.1001
H  3.60481  4.81254  0.54305  0.0955
H  1.33654  4.97034  -0.44208  0.0966
H  -2.63148  -0.63383  4.10473  0.0878
N  -1.91918  1.48193  -1.82271  -0.0136
C  -2.03877  2.75208  -2.53066  -0.2817
C  -0.68280  3.38682  -2.82757  -0.2185
C  0.18795  2.55537  -3.75998  -0.2129
C  1.50936  3.22889  -4.13453  -0.2992
N  2.45693  3.41603  -3.03940  0.0107
H  -1.97112  0.68299  -2.44741  0.0479
H  -2.69844  1.38869  -1.16581  0.0193
H  -2.61049  3.42915  -1.89136  0.1106
H  -2.60463  2.65663  -3.46979  0.1044
H  -0.17330  3.53937  -1.87024  0.0805
H  -0.84433  4.37664  -3.27623  0.1076
H  -0.37607  2.32043  -4.67164  0.1109
H  0.43528  1.60685  -3.28033  0.0742
H  1.29754  4.20678  -4.58585  0.0948
H  2.00841  2.63328  -4.90349  0.1011
H  2.00535  3.91871  -2.28292  0.0194
H  2.70739  2.50653  -2.64629  0.0309
C  0.26531  -3.63851  1.92255  -0.0284
C  -0.44141  -2.88575  0.79972  -0.3971
O  -0.24597  -1.67468  0.74525  -0.0610
C  -1.27647  -3.63656  -0.13459  -0.1073
C  -1.67617  -4.93837  0.22972  -0.0885
C  -2.49219  -5.72375  -0.54652  -0.1404
C  -2.93986  -5.20076  -1.77721  -0.1297
C  -2.56802  -3.95469  -2.18658  -0.0893
C  -1.71218  -3.08811  -1.40647  -0.4374
O  -1.40803  -1.95482  -1.85850  -0.1789
H  0.94713  -2.94019  2.40340  0.0764
H  0.82508  -4.49158  1.53589  0.0792
H  -0.44995  -4.00456  2.66073  0.0270
H  -1.34990  -5.33119  1.18478  0.0877
H  -2.79485  -6.70880  -0.21415  0.0746
H  -3.59448  -5.79661  -2.40725  0.0867
H  -2.91729  -3.54225  -3.12599  0.0886
O  3.15023  -1.23883  -2.50640  -0.0226
C  3.27238  -0.42027  -1.58165  -0.7118
O  2.87143  0.77664  -1.55259  -0.1332
C  3.91741  -0.92971  -0.28699  -0.1282
C  4.21216  -2.27950  -0.13403  -0.0288
C  4.76014  -2.75023  1.05135  -0.1015
C  5.02454  -1.87078  2.09417  -0.1203
C  4.73527  -0.52015  1.94486  -0.1002
C  4.18117  -0.05545  0.76000  -0.0318
H  3.98803  -2.94128  -0.96077  0.1111
H  4.97258  -3.80683  1.16827  0.0899
H  5.44548  -2.23864  3.02307  0.0862
H  4.93271  0.16876  2.75950  0.0880
H  3.92782  0.98621  0.61962  0.0921

2.
Density functional theory data (ωB97M-V/def2-TZVPD) for 2 unconnected molecules or ions with the total composition C32H35N3O2 in a non-equilibrium geometry.

Computed properties:
ΔE to the lowest compared entry with this formula, charge and spin in kJ/mol: 185.5
E in eV: -42314.3488
Net charge: 0

Last column: Löwdin charge in e.
Atoms and positions in Å:
C  1.83441  -2.69203  -4.12223  -0.0762
C  0.44748  -2.11685  -4.02309  -0.2579
O  0.55154  -0.82110  -3.40833  -0.0368
C  -0.68458  -0.23481  -3.29402  -0.5238
C  -0.56955  1.08607  -2.73874  -0.0215
C  -1.59897  2.03359  -2.75167  -0.2366
C  -2.96642  1.69385  -3.00336  -0.0203
C  -3.95993  2.64867  -2.90682  -0.0447
C  -3.64191  3.98376  -2.60080  -0.2660
C  -4.70719  4.93292  -2.45212  -0.2097
N  -5.59574  5.68274  -2.31353  0.1167
C  -2.29489  4.36553  -2.43495  -0.0514
C  -1.29554  3.41353  -2.50562  -0.0400
O  -1.71175  -0.84651  -3.62978  0.0040
H  1.77101  -3.78283  -4.17927  0.0683
H  2.30846  -2.33582  -5.04561  0.0778
H  2.45446  -2.40903  -3.26263  0.0758
H  -0.01024  -1.99909  -5.01503  0.1297
H  -0.20513  -2.75907  -3.41965  0.0850
H  0.41813  1.41538  -2.42070  0.1047
H  -3.19494  0.66506  -3.27102  0.0948
H  -5.00150  2.36721  -3.08151  0.1166
H  -2.05307  5.41908  -2.26675  0.1137
H  -0.24308  3.68508  -2.40923  0.1056
C  3.16515  -7.04505  0.50693  -0.1533
C  3.50913  -6.60688  -0.92327  -0.1495
C  2.55990  -5.43824  -1.25887  -0.1447
N  1.94686  -5.06334  0.00515  -0.0920
C  1.10280  -3.99138  0.14028  -0.1878
C  0.21021  -3.64460  -0.91316  0.0045
C  -0.59753  -2.54121  -0.79618  0.0011
C  -0.42911  -1.60362  0.26122  -0.1944
C  -1.10836  -0.37056  0.14378  0.0833
C  -0.91463  0.75025  0.99990  -0.2131
C  0.39981  1.12061  1.40110  -0.0262
C  0.62000  2.23934  2.18011  0.0068
C  -0.47530  2.96880  2.72397  -0.2155
N  -0.25716  4.04958  3.56177  -0.1362
C  -0.71713  4.11524  4.94066  -0.1562
C  -0.17922  5.44392  5.49395  -0.1558
C  0.47985  6.18645  4.32559  -0.1563
C  0.38103  5.27278  3.09723  -0.1540
C  -1.79277  2.57238  2.37004  0.0075
C  -1.99825  1.54718  1.47231  0.0009
C  0.41178  -1.99445  1.35268  -0.0002
C  1.11504  -3.18256  1.31281  0.0071
C  2.32789  -5.91059  1.11600  -0.1544
H  2.58194  -7.97134  0.48077  0.1096
H  4.06260  -7.22950  1.09923  0.1080
H  4.54416  -6.24917  -0.97041  0.1094
H  3.39804  -7.41689  -1.65011  0.1098
H  3.11340  -4.58776  -1.70345  0.1256
H  1.79151  -5.75144  -1.98698  0.1140
H  0.11017  -4.29648  -1.78454  0.1146
H  -1.38119  -2.32824  -1.52330  0.1216
H  -1.90087  -0.30626  -0.60428  0.1271
H  1.24630  0.52092  1.06094  0.1206
H  1.63700  2.52890  2.45920  0.1188
H  -1.81722  4.07967  4.99232  0.1098
H  -0.32101  3.25363  5.50241  0.1183
H  -0.99378  6.03012  5.92148  0.1045
H  0.54121  5.24391  6.28992  0.1041
H  -0.03009  7.13196  4.13240  0.1053
H  1.52707  6.41008  4.53142  0.1039
H  1.36281  5.03703  2.65765  0.1121
H  -0.22971  5.75832  2.31447  0.1207
H  -2.63653  3.11779  2.79801  0.1200
H  -3.00141  1.27626  1.14213  0.1235
H  0.49909  -1.36100  2.23181  0.1173
H  1.73139  -3.49456  2.15862  0.1087
H  1.44186  -6.31721  1.62969  0.1294
H  2.91220  -5.34809  1.86307  0.1140

3.
Density functional theory data (ωB97M-V/def2-TZVPD) for 2 unconnected molecules or ions with the total composition C32H35NO3 in a non-equilibrium geometry.

Computed properties:
ΔE to the lowest compared entry with this formula, charge and spin in kJ/mol: 70.5
E in eV: -41382.0645
Net charge: 0

Last column: Löwdin charge in e.
Atoms and positions in Å:
C  -3.66287  -4.04209  -0.36163  -0.0766
C  -2.36439  -3.36404  -0.72186  -0.2264
O  -1.52240  -3.34140  0.45181  -0.0480
C  -0.43917  -2.52090  0.37089  -0.4341
C  0.45476  -2.75818  1.50585  -0.1124
C  1.87252  -2.62274  1.48934  -0.3875
O  2.57215  -2.72015  0.47534  -0.0115
C  2.54539  -2.40608  2.85888  -0.1338
C  2.23558  -1.06479  3.51138  -0.2040
C  0.98432  -1.00648  4.39735  -0.2034
C  -0.35326  -0.87750  3.64717  -0.2102
C  -1.09976  -2.19328  3.43778  -0.1978
C  -0.25069  -3.26190  2.72469  -0.1774
O  -0.34965  -1.63337  -0.46870  0.0656
H  -4.23832  -4.20004  -1.27652  0.0722
H  -3.50928  -5.01221  0.12301  0.0791
H  -4.25636  -3.40459  0.30223  0.0783
H  -1.82728  -3.90990  -1.50995  0.1180
H  -2.53973  -2.33252  -1.05040  0.1192
H  2.29421  -3.23792  3.53097  0.1043
H  3.62749  -2.44860  2.68339  0.1067
H  3.09307  -0.81432  4.15387  0.1019
H  2.18358  -0.28056  2.74161  0.1112
H  0.96271  -1.86843  5.07868  0.1136
H  1.08444  -0.10980  5.02659  0.0996
H  -1.01141  -0.21450  4.22758  0.1005
H  -0.19184  -0.38926  2.67641  0.1091
H  -1.41984  -2.61464  4.40231  0.1066
H  -2.01322  -2.00063  2.85558  0.1069
H  -0.91434  -4.08653  2.42637  0.1115
H  0.48717  -3.65812  3.43043  0.0945
C  6.53275  2.39699  0.51728  -0.0509
N  6.36190  1.61273  -0.68798  -0.1933
C  7.53978  1.57872  -1.53702  -0.0648
C  5.30122  0.76736  -0.88811  -0.2045
C  4.01042  1.04198  -0.34501  0.0147
C  2.92217  0.28451  -0.73723  -0.0063
C  3.08282  -0.85610  -1.55360  -0.1703
C  1.93715  -1.54426  -2.08414  0.0203
C  1.84199  -2.94633  -2.40815  -0.1006
C  0.74570  -3.12510  -3.32863  -0.0971
C  0.47683  -4.36820  -3.88026  -0.0105
C  1.25483  -5.46353  -3.48577  -0.0523
C  2.32806  -5.29798  -2.59563  -0.0496
C  2.64402  -4.03691  -2.08102  0.0080
C  0.19331  -1.81179  -3.62283  -0.1002
C  0.92644  -0.84398  -2.85013  -0.1093
C  0.73766  0.51744  -3.07886  0.0159
C  -0.20537  0.91705  -4.03289  -0.0601
C  -0.91680  -0.03425  -4.78749  -0.0552
C  -0.70615  -1.40777  -4.59433  -0.0029
C  4.38617  -1.20272  -1.97787  0.0170
C  5.46614  -0.39632  -1.68136  -0.0015
H  5.57500  2.64995  0.97817  0.0753
H  7.15729  1.86447  1.25662  0.1013
H  7.06803  3.31282  0.23685  0.0864
H  7.26924  1.61132  -2.60049  0.0987
H  8.13263  2.46680  -1.29395  0.0832
H  8.16263  0.68794  -1.36158  0.0915
H  3.85966  1.89021  0.32358  0.1041
H  1.91265  0.53022  -0.40360  0.1342
H  -0.32963  -4.45207  -4.61123  0.1147
H  1.03585  -6.45366  -3.88321  0.1065
H  2.94329  -6.15039  -2.30823  0.1074
H  3.46927  -3.90513  -1.39007  0.1129
H  1.31456  1.24212  -2.50887  0.1116
H  -0.36923  1.98298  -4.20048  0.1049
H  -1.62720  0.30464  -5.53736  0.1038
H  -1.21271  -2.16272  -5.19464  0.1140
H  4.52163  -2.09142  -2.59018  0.1218
H  6.45674  -0.66350  -2.05142  0.1054

4.
Density functional theory data (ωB97M-V/def2-TZVPD) for a molecular structure, C32H36As2N3O8S4SbTi.

Computed properties:
ΔE to the lowest compared entry with this formula, charge and spin in kJ/mol: 372.6
E in eV: -249281.7820
Net charge: +1
2S+1: 2

Last column: Löwdin charge in e.
Atoms and positions in Å:
Ti  0.17318  1.03007  -0.74766  0.5092
C  2.70871  3.27445  -1.83317  -0.0645
C  2.51822  2.03977  -2.66283  -0.3204
C  3.49074  1.73333  -3.61522  -0.0014
C  3.30078  0.68303  -4.47941  -0.0232
C  2.07753  0.02417  -4.45709  -0.1170
C  1.13180  0.36832  -3.51454  -0.4178
N  1.39606  1.30088  -2.55944  -0.0390
Sb  -0.86808  -0.29900  -4.03182  1.5634
C  -1.57749  1.71532  -4.29574  -0.4477
C  -2.47717  1.97161  -5.31975  -0.1196
C  -2.97301  3.26127  -5.45141  -0.0527
C  -2.54493  4.23106  -4.56573  -0.0154
C  -1.63324  3.89331  -3.56628  -0.3171
C  -1.14964  4.91244  -2.57803  -0.0350
N  -1.16419  2.64887  -3.43805  0.0754
C  -1.66239  -0.49340  -2.06582  -0.4896
C  -2.10112  -1.68012  -1.63206  -0.1013
C  -2.42216  -1.79886  -0.16275  -0.2129
C  -3.22947  -0.57508  0.18235  -0.0441
C  -2.83474  0.59777  -0.31576  -0.3806
C  -3.54938  1.89452  -0.10894  -0.0290
N  -1.69315  0.61583  -1.17990  -0.1629
H  3.55397  3.17053  -1.15467  0.0784
H  1.82456  3.51769  -1.25209  0.0131
H  2.92262  4.10379  -2.51072  0.1007
H  4.38459  2.34042  -3.65899  0.1290
H  4.06158  0.41249  -5.19969  0.1221
H  1.85188  -0.73508  -5.19435  0.0896
H  -2.78252  1.18905  -6.00289  0.0903
H  -3.67596  3.50425  -6.23761  0.1144
H  -2.90322  5.24892  -4.64233  0.1173
H  -1.30128  5.92698  -2.94173  0.0834
H  -0.09188  4.75863  -2.36900  0.0614
H  -1.68734  4.80623  -1.63347  0.0640
H  -2.16846  -2.53865  -2.29045  0.1103
H  -2.99781  -2.69693  0.04395  0.1352
H  -4.11442  -0.67227  0.79406  0.1250
H  -4.49349  1.72528  0.40626  0.0900
H  -3.75248  2.36105  -1.07493  0.0888
H  -2.95921  2.59661  0.47893  0.0280
S  -0.36020  2.98698  0.36418  0.3157
S  0.27333  4.34671  3.22329  0.2156
S  1.09943  3.23281  1.91929  0.1484
S  2.35010  1.01825  0.36202  0.7382
C  3.91881  1.75348  3.01679  -0.0444
O  3.07874  0.60338  2.92962  -0.1267
C  1.98253  0.69538  2.12236  -0.8994
O  1.06804  1.71544  2.62675  -0.5502
C  1.17318  -0.57965  2.20765  -0.3114
C  1.63310  -1.78487  2.51415  -0.2646
As  0.58933  -3.45173  2.68375  1.3502
C  0.20329  -3.21556  4.59051  -0.2517
C  -1.06305  -2.83827  1.85773  -0.2789
C  -1.06419  -1.91556  0.70002  -0.3565
As  -0.55267  -0.13992  1.47964  1.3437
C  -1.69346  0.23758  2.99373  -0.1595
C  0.07850  -2.09640  -0.29846  -0.4938
O  0.64522  -1.12241  -0.79246  -0.0874
O  0.46543  -3.27338  -0.71867  0.0349
C  -0.29832  -4.48141  -0.50800  -0.0036
C  -2.32534  -3.21921  2.48239  -0.5480
O  -3.36174  -2.59175  2.40377  0.1023
O  -2.21011  -4.36146  3.17755  -0.0878
C  -3.39060  -4.77547  3.88807  -0.0171
C  3.06575  -2.06187  2.86454  -0.5767
O  3.40616  -2.42450  3.96128  0.1162
O  3.86224  -1.97921  1.80457  -0.0275
C  5.25031  -2.24162  2.07025  -0.0140
H  4.75739  1.46129  3.64151  0.1038
H  3.38959  2.58031  3.49406  0.0850
H  4.27427  2.05173  2.02944  0.0768
H  1.17016  -3.05979  5.06615  0.0288
H  -0.26084  -4.11764  4.97709  0.0269
H  -0.43448  -2.35139  4.76477  0.0311
H  -1.34015  -0.33975  3.84504  0.0414
H  -2.71959  -0.02188  2.75643  0.0344
H  -1.59158  1.30035  3.20684  0.0410
H  -0.19931  -5.04271  -1.43216  0.1093
H  -1.34613  -4.26372  -0.31806  0.0945
H  0.13511  -5.03818  0.31783  0.0700
H  -3.12398  -5.70538  4.37878  0.0982
H  -4.21345  -4.92905  3.19356  0.0985
H  -3.67201  -4.02014  4.61911  0.1014
H  5.76050  -2.09346  1.12450  0.0963
H  5.37992  -3.26301  2.42247  0.0998
H  5.62275  -1.55185  2.82508  0.0993

Question: Which formula does entry 3 have?
Answer: C32H35NO3